{"formula": "C28H55BrN2O16PS9", "method": "wB97M-V/def2-TZVPD", "species": ["O", "S", "O", "C", "C", "C", "S", "C", "S", "N", "C", "C", "O", "C", "C", "N", "S", "O", "O", "P", "O", "Br", "H", "H", "H", "H", "H", "H", "H", "H", "H", "H", "H", "H", "H", "H", "H", "C", "C", "C", "S", "O", "O", "C", "H", "H", "H", "H", "H", "H", "H", "H", "C", "C", "C", "S", "O", "O", "C", "H", "H", "H", "H", "H", "H", "H", "H", "C", "C", "C", "S", "O", "O", "C", "H", "H", "H", "H", "H", "H", "H", "H", "C", "C", "C", "S", "O", "O", "C", "H", "H", "H", "H", "H", "H", "H", "H", "C", "C", "C", "S", "O", "O", "C", "H", "H", "H", "H", "H", "H", "H", "H"], "positions_angstrom": [[0.7111, 0.3692, -3.5879], [-0.6539, 0.0090, -3.2491], [-1.0664, -1.2446, -3.8496], [-0.7592, -0.2395, -1.4644], [0.3272, 0.5252, -0.6893], [1.3889, -0.4083, -0.0488], [0.8246, -0.9470, 1.5821], [1.6445, -2.5064, 1.8315], [3.0913, -2.7549, 1.1181], [0.9428, -3.3981, 2.6812], [1.7992, -3.9140, 3.7728], [2.2774, -5.3749, 3.5788], [2.4511, -5.7523, 2.2252], [1.2947, -5.5762, 1.4355], [0.3154, -4.4965, 1.9447], [-1.6392, 1.2581, -3.5305], [-2.0925, 1.4067, -5.0672], [-2.2112, 2.8352, -5.3751], [-3.3856, 0.7918, -5.2876], [-0.6617, 0.5687, -6.4967], [-1.4964, 0.5226, -7.9072], [0.9220, 2.1450, -6.6549], [-1.7723, 0.0307, -1.1550], [-0.6573, -1.3157, -1.2959], [-0.1674, 1.0359, 0.1511], [0.7913, 1.3102, -1.2882], [1.5048, -1.2761, -0.7023], [2.3187, 0.1620, 0.0004], [2.6440, -3.2366, 3.9028], [1.2148, -3.8899, 4.7039], [1.6484, -6.0809, 4.1600], [3.2701, -5.4432, 4.0437], [1.6478, -5.2496, 0.4483], [0.7309, -6.5080, 1.2559], [-0.4123, -4.9556, 2.6156], [-0.2582, -4.1228, 1.0889], [-1.3973, -0.3531, -8.2958], [-2.8183, -8.2213, 6.0794], [-2.2039, -9.2347, 5.1021], [-1.2621, -8.4591, 4.1729], [-0.6915, -7.0369, 5.1120], [-1.1946, -5.8401, 4.4869], [0.7102, -7.2031, 5.4301], [-1.6606, -7.3620, 6.5767], [-3.3302, -8.7135, 6.9058], [-3.5458, -7.5978, 5.5534], [-1.6267, -9.9838, 5.6521], [-2.9730, -9.7616, 4.5358], [-0.4051, -9.0583, 3.8736], [-1.7804, -8.0851, 3.2909], [-1.9782, -6.4215, 7.0228], [-1.0344, -7.9138, 7.2702], [3.0435, -10.4237, 8.8450], [2.6359, -11.8214, 8.3620], [1.1043, -11.8927, 8.4026], [0.5210, -10.2098, 8.1724], [-0.1451, -9.7802, 9.3759], [-0.1101, -10.0902, 6.8781], [2.1349, -9.4464, 8.1057], [4.0944, -10.2177, 8.6470], [2.8806, -10.3432, 9.9225], [2.9840, -11.9672, 7.3373], [3.0807, -12.6060, 8.9729], [0.7047, -12.5203, 7.6095], [0.7426, -12.2412, 9.3684], [2.0928, -8.4611, 8.5641], [2.4163, -9.3589, 7.0561], [0.0059, 6.7241, -7.0644], [0.6804, 5.9489, -8.2009], [1.4421, 6.9636, -9.0633], [1.8831, 8.3183, -7.9677], [1.1803, 9.5052, -8.3918], [3.3100, 8.3219, -7.7562], [1.0726, 7.6636, -6.5131], [-0.3775, 6.0570, -6.2931], [-0.8331, 7.3029, -7.4585], [1.3788, 5.2237, -7.7797], [-0.0449, 5.3951, -8.7947], [2.3491, 6.5391, -9.4872], [0.8157, 7.3664, -9.8576], [0.6653, 8.4810, -5.9216], [1.8190, 7.1173, -5.9363], [-3.7874, 5.1679, -3.1591], [-3.7824, 6.5275, -3.8653], [-4.1226, 7.5944, -2.8170], [-3.5577, 6.9419, -1.2403], [-4.7111, 6.7163, -0.3957], [-2.4205, 7.7039, -0.7969], [-2.9953, 5.3674, -1.8726], [-3.3475, 4.3824, -3.7794], [-4.8146, 4.8769, -2.9246], [-2.7878, 6.7194, -4.2744], [-4.4883, 6.5528, -4.6953], [-3.6141, 8.5358, -3.0138], [-5.1964, 7.7608, -2.7447], [-3.1698, 4.5900, -1.1324], [-1.9286, 5.4574, -2.0789], [2.0845, 10.8118, -2.3943], [2.7109, 9.5078, -1.8829], [1.7093, 8.8651, -0.9146], [0.0783, 9.4066, -1.4436], [-0.4849, 10.2416, -0.4141], [-0.6377, 8.2930, -1.9953], [0.6504, 10.4622, -2.7759], [2.6351, 11.2204, -3.2415], [2.0866, 11.5595, -1.5974], [2.8916, 8.8364, -2.7254], [3.6691, 9.6849, -1.3953], [1.7496, 7.7791, -0.9479], [1.8611, 9.2105, 0.1066], [0.0010, 11.3309, -2.8600], [0.6189, 9.8787, -3.6959]], "lowdin_charge": [-0.39, 0.45, -0.38, -0.24, -0.29, -0.51, 0.92, -1.07, 0.74, -0.20, -0.15, -0.19, -0.15, -0.21, -0.15, -0.35, 0.28, -0.45, -0.38, 0.46, -0.39, 0.25, 0.10, 0.09, 0.09, 0.10, 0.06, 0.08, 0.10, 0.12, 0.07, 0.12, 0.10, 0.12, 0.09, 0.13, 0.04, -0.20, -0.22, -0.21, 0.69, -0.31, -0.34, -0.22, 0.12, 0.12, 0.07, 0.11, 0.11, 0.10, 0.11, 0.07, -0.22, -0.21, -0.22, 0.68, -0.31, -0.33, -0.22, 0.12, 0.12, 0.12, 0.11, 0.10, 0.10, 0.11, 0.11, -0.21, -0.22, -0.22, 0.66, -0.33, -0.34, -0.23, 0.12, 0.12, 0.09, 0.12, 0.10, 0.10, 0.09, 0.11, -0.21, -0.21, -0.22, 0.67, -0.34, -0.35, -0.22, 0.10, 0.12, 0.11, 0.11, 0.10, 0.10, 0.11, 0.11, -0.22, -0.22, -0.21, 0.67, -0.31, -0.34, -0.23, 0.11, 0.12, 0.11, 0.11, 0.10, 0.10, 0.11, 0.09], "gap_ha": 0.2587, "energy_ha": -8912.26387, "charge": -1, "e_homo_ev": -5.9, "fmax_ha_per_bohr": 0.0812}